Entry 1:
Entry from the OMol25 dataset: the ion C10H13N2O3 with charge +1 in a non-equilibrium geometry (wB97M-V/def2-TZVPD).

Cartesian coordinates (Å):
C  -1.092  2.563  -0.534
N  -0.722  1.234  -1.115
C  -0.030  0.379  -0.103
C  1.567  1.249  0.367
O  1.586  2.296  0.925
N  2.431  0.426  -0.199
O  3.758  0.562  -0.070
C  1.933  -0.885  -0.546
O  2.608  -1.856  -0.520
C  0.475  -0.901  -0.720
C  -0.236  -1.989  0.128
C  -1.719  -1.807  -0.289
C  -2.146  -0.685  0.337
C  -0.957  -0.107  1.096
C  -0.276  -1.343  1.576
H  -0.166  3.084  -0.171
H  -1.608  3.129  -1.243
H  -1.728  2.536  0.258
H  0.040  1.360  -1.771
H  -1.474  0.633  -1.362
H  4.088  -0.354  0.288
H  0.244  -1.050  -1.803
H  0.083  -3.015  -0.041
H  -2.134  -2.572  -0.755
H  -3.137  -0.361  0.175
H  -1.043  0.671  1.839
H  -0.942  -1.945  2.116
H  0.595  -1.254  2.138

Properties
Energy in Ha: -723.70866
LUMO energy in eV: -3.1
HOMO-LUMO gap in eV: 10.668
Charge: +1
Highest occupied orbital energy in eV: -13.73
SMILES string: C[NH2+][C@]12C(=O)N(O)C(=O)[C@H]1[C@@H]1C=C[C@H]2C1



Entry 2:
Entry from the OMol25 dataset: a cluster of 10 separate species, C40H105N5O20 in total in a non-equilibrium geometry (wB97M-V/def2-TZVPD).

Cartesian coordinates (Å):
C  4.537  1.470  3.109
O  5.096  0.852  4.224
C  4.201  -0.009  4.982
C  4.717  -0.430  6.396
N  4.366  0.606  7.417
C  4.704  0.145  8.803
C  4.392  1.279  9.724
O  4.562  1.011  11.096
C  5.853  1.013  11.456
H  4.005  0.808  2.427
H  5.362  1.845  2.502
H  3.816  2.208  3.461
H  3.961  -0.952  4.490
H  3.213  0.448  5.047
H  5.787  -0.634  6.391
H  4.182  -1.358  6.598
H  4.615  1.545  7.143
H  5.761  -0.088  8.934
H  4.124  -0.742  9.058
H  3.431  1.760  9.545
H  5.036  2.094  9.394
H  6.039  1.985  11.914
H  6.608  0.716  10.729
H  6.076  0.378  12.314
C  -3.644  -2.958  -5.093
O  -3.012  -1.824  -4.701
C  -3.010  -1.607  -3.317
C  -2.991  -0.068  -3.012
N  -4.193  0.555  -3.659
C  -4.068  2.013  -3.766
C  -3.130  2.574  -4.732
O  -3.628  2.236  -5.985
C  -3.095  2.764  -7.141
H  -4.721  -2.797  -5.058
H  -3.422  -3.900  -4.592
H  -3.310  -3.099  -6.121
H  -2.219  -2.168  -2.819
H  -3.905  -1.945  -2.794
H  -2.119  0.231  -3.594
H  -2.836  0.238  -1.978
H  -4.138  0.233  -4.615
H  -4.023  2.380  -2.741
H  -5.065  2.195  -4.166
H  -2.153  2.100  -4.629
H  -3.106  3.662  -4.669
H  -3.764  2.296  -7.863
H  -2.042  2.483  -7.150
H  -3.142  3.849  -7.225
C  -4.229  -0.944  0.873
O  -5.045  -1.952  1.582
C  -5.784  -1.349  2.627
C  -7.023  -2.115  3.027
N  -6.812  -3.007  4.174
C  -8.092  -3.643  4.594
C  -8.625  -4.592  3.614
O  -9.624  -5.439  4.099
C  -10.528  -6.016  3.087
H  -3.531  -0.395  1.503
H  -4.880  -0.228  0.371
H  -3.812  -1.495  0.030
H  -6.044  -0.339  2.308
H  -5.304  -1.178  3.591
H  -7.086  -2.767  2.156
H  -7.945  -1.547  2.901
H  -6.799  -2.408  4.986
H  -8.815  -2.919  4.968
H  -7.867  -4.352  5.391
H  -7.807  -5.185  3.203
H  -9.059  -3.886  2.906
H  -9.812  -6.551  2.463
H  -11.220  -5.362  2.555
H  -11.142  -6.802  3.526
C  -3.435  -5.745  -1.711
O  -2.018  -6.101  -1.798
C  -1.068  -5.132  -1.241
C  -0.682  -5.393  0.222
N  0.591  -4.725  0.424
C  1.138  -5.162  1.722
C  2.443  -4.300  2.180
O  3.477  -4.569  1.306
C  4.736  -4.179  1.774
H  -3.596  -5.393  -0.692
H  -3.908  -6.690  -1.978
H  -3.825  -4.996  -2.400
H  -1.368  -4.095  -1.386
H  -0.151  -5.251  -1.818
H  -0.460  -6.444  0.409
H  -1.389  -5.051  0.978
H  1.137  -5.100  -0.339
H  1.456  -6.196  1.589
H  0.423  -5.052  2.538
H  2.737  -4.571  3.194
H  2.219  -3.233  2.194
H  5.593  -4.361  1.125
H  4.960  -4.767  2.664
H  4.651  -3.151  2.125
C  2.549  8.486  -7.056
O  2.349  7.147  -7.318
C  1.357  6.607  -6.487
C  1.490  5.075  -6.516
N  0.404  4.532  -5.634
C  1.134  4.022  -4.456
C  0.193  3.386  -3.481
O  0.113  2.036  -3.904
C  1.048  1.132  -3.364
H  3.343  8.895  -7.681
H  2.788  8.752  -6.026
H  1.673  9.039  -7.394
H  0.352  6.942  -6.742
H  1.679  6.789  -5.462
H  2.473  4.623  -6.384
H  1.285  4.640  -7.494
H  -0.019  3.762  -6.131
H  1.592  4.824  -3.876
H  1.941  3.337  -4.717
H  -0.779  3.856  -3.628
H  0.540  3.435  -2.448
H  2.064  1.196  -3.753
H  0.594  0.142  -3.378
H  1.101  1.467  -2.328
O  4.292  4.318  0.013
C  3.056  4.708  0.633
C  1.890  4.151  -0.082
O  1.892  2.763  0.273
H  4.300  3.387  -0.221
H  3.002  4.419  1.682
H  2.974  5.792  0.715
H  1.939  4.392  -1.143
H  0.995  4.554  0.392
H  2.404  2.286  -0.384
O  0.894  -1.935  0.016
C  1.196  -0.742  0.710
C  -0.184  -0.097  1.084
O  -0.828  0.274  -0.163
H  0.508  -2.454  0.726
H  1.845  -0.747  1.586
H  1.707  -0.039  0.052
H  -0.241  0.776  1.735
H  -0.742  -0.892  1.579
H  -1.311  1.076  0.049
O  2.643  -4.258  -1.363
C  3.192  -3.139  -1.988
C  4.320  -3.387  -3.032
O  5.288  -2.407  -3.072
H  2.912  -4.136  -0.450
H  2.403  -2.478  -2.346
H  3.713  -2.551  -1.233
H  3.966  -3.736  -4.002
H  4.782  -4.341  -2.778
H  6.134  -2.822  -3.256
O  6.263  -0.720  -0.775
C  6.095  0.466  -1.442
C  5.819  1.502  -0.389
O  4.370  1.592  -0.271
H  6.133  -1.486  -1.338
H  7.102  0.659  -1.813
H  5.399  0.502  -2.281
H  6.292  2.436  -0.690
H  6.372  1.293  0.527
H  4.119  0.761  0.138
O  -1.445  3.205  0.269
C  -2.841  3.614  -0.136
C  -3.324  4.888  0.457
O  -2.674  6.066  -0.034
H  -0.939  3.894  -0.168
H  -2.875  3.789  -1.212
H  -3.479  2.744  0.020
H  -3.397  4.804  1.541
H  -4.384  5.090  0.304
H  -3.300  6.787  -0.132

Properties
Energy in Ha: -3365.04702
LUMO energy in eV: 0.4
HOMO-LUMO gap in eV: 8.952
Charge: 0
Highest occupied orbital energy in eV: -8.55
SMILES string: COCCNCCOC.COCCNCCOC.COCCNCCOC.COCCNCCOC.COCCNCCOC.OCCO.OCCO.OCCO.OCCO.OCCO



Entry 3:
Entry from the OMol25 dataset: a structure of composition C46H42BiBrFIN6O5S2 in a non-equilibrium geometry (wB97M-V/def2-TZVPD).

Cartesian coordinates (Å):
Bi  -0.634  0.944  -0.735
C  -1.502  1.129  -4.982
C  -0.733  1.566  -3.743
O  -0.699  0.614  -2.890
C  -0.159  2.788  -3.614
C  0.671  3.282  -2.594
C  1.624  4.380  -3.009
N  0.677  2.888  -1.391
N  1.536  3.451  -0.492
C  1.143  3.159  0.718
O  0.076  2.559  1.037
C  2.106  3.628  1.827
C  1.633  4.003  3.061
C  2.528  4.307  4.120
C  3.881  4.310  3.863
C  4.364  4.002  2.585
C  3.462  3.670  1.582
H  -1.314  1.752  -5.850
H  -1.189  0.092  -5.192
H  -2.592  1.138  -4.689
H  -0.175  3.395  -4.481
H  1.679  4.611  -4.045
H  1.381  5.320  -2.532
H  2.612  4.098  -2.651
H  0.573  3.915  3.253
H  2.212  4.540  5.162
H  4.604  4.341  4.683
H  5.429  4.020  2.390
H  3.830  3.400  0.622
Br  -3.346  -5.977  2.335
C  -3.093  -4.370  1.300
C  -4.128  -3.755  0.691
C  -4.042  -2.480  0.011
C  -2.850  -1.780  0.019
C  -1.707  -2.395  0.765
C  -1.679  -3.884  1.195
N  -2.601  -0.565  -0.498
C  -3.736  0.080  -1.003
C  -3.703  1.446  -1.189
C  -4.808  2.226  -1.763
C  -4.763  3.557  -1.845
C  -3.540  4.225  -1.360
C  -2.523  3.509  -0.910
N  -2.557  2.161  -0.868
H  -5.143  -4.208  0.862
H  -4.967  -2.056  -0.424
H  -0.759  -2.105  0.321
H  -1.019  -4.654  0.649
H  -4.647  -0.408  -1.315
H  -5.653  1.672  -2.231
H  -5.629  4.077  -2.270
H  -3.605  5.277  -1.166
H  -1.669  3.979  -0.472
F  0.945  -4.391  2.629
C  0.261  -3.238  2.630
C  -1.230  -3.441  2.577
C  -1.791  -2.032  2.290
C  -1.025  -0.759  2.652
C  0.296  -0.843  2.827
C  0.966  -2.105  2.659
H  -1.562  -3.992  3.416
H  -2.849  -1.921  2.538
H  0.889  0.033  3.022
H  2.037  -2.202  2.667
C  0.944  1.971  6.670
C  -0.105  2.309  5.679
C  -0.563  3.605  5.599
C  -1.479  3.894  4.633
N  -1.832  2.999  3.729
C  -1.381  1.731  3.883
S  -2.048  0.679  2.650
N  -0.492  1.347  4.834
H  1.194  0.916  6.805
H  0.697  2.382  7.643
H  1.843  2.459  6.267
H  -0.251  4.470  6.219
H  -1.830  4.857  4.490
I  5.142  -6.288  -3.046
C  4.260  -4.487  -2.533
C  4.756  -3.699  -1.518
C  4.095  -2.550  -1.004
C  3.063  -1.993  -1.656
C  2.927  -2.469  -3.103
C  2.934  -4.082  -3.130
C  1.986  -1.056  -1.007
O  2.072  0.177  -1.117
O  1.082  -1.703  -0.413
H  5.654  -3.987  -1.049
H  4.293  -2.277  0.016
H  3.866  -2.224  -3.594
H  2.754  -4.481  -4.138
O  1.824  -1.782  -3.610
S  1.124  -2.454  -4.967
C  1.794  -4.745  -2.314
C  0.372  -4.790  -2.871
C  -0.452  -3.504  -2.940
C  -0.490  -2.781  -4.238
H  1.829  -4.244  -1.375
H  2.087  -5.831  -2.089
H  -0.254  -5.451  -2.223
H  0.402  -5.302  -3.873
H  -0.114  -2.797  -2.196
H  -1.531  -3.645  -2.677
H  -1.041  -1.848  -4.134
H  -0.923  -3.307  -5.059

Properties
Energy in Ha: -6465.32495
LUMO energy in eV: 3.2
HOMO-LUMO gap in eV: 3.920
Charge: -2
Highest occupied orbital energy in eV: -0.68